1.
The following is a DFT calculation (the ωB97M-V functional and the def2-TZVPD basis) of C5H7N3 in the gas phase at a distorted geometry.

Computed properties:
E_HOMO ... -9.43 eV
HOMO-LUMO gap ... 0.3624 hartree
Lowest unoccupied orbital energy ... 0.44 eV
Relative energy (zero: lowest compared OMol25 entry of this formula, charge and spin) ... 65.4 kcal/mol
Maximum force ... 1.9 eV/A
SMILES string ... C1=NN=C2CNC[C@@H]12
Energy ... -9766.5517 eV

Positions of all 15 atoms, in Å:
C (0.510, -0.659, 0.947)
C (-1.097, -1.005, -0.847)
C (-0.329, 0.328, -0.886)
C (1.109, 1.750, 0.032)
C (0.098, 0.726, 0.466)
H (0.516, -0.760, 2.048)
H (1.511, -0.942, 0.559)
H (-1.204, -1.836, 1.101)
H (-2.205, -0.748, -0.780)
H (-0.838, -1.594, -1.716)
H (1.751, 2.345, 0.662)
H (-0.734, 1.126, 1.101)
N (-0.495, -1.621, 0.389)
N (0.273, 0.923, -1.833)
N (1.133, 1.966, -1.243)

Atoms 1-6, force components in eV/Å:
0.211 -1.107 0.604
0.146 1.442 0.741
-0.703 -0.673 -0.660
-0.017 0.619 -0.525
0.002 0.556 0.232
0.145 0.076 -0.525

---

2.
The following is a DFT calculation (the ωB97M-V functional and the def2-TZVPD basis) of C5H7N3 in the gas phase at a distorted geometry.

Computed properties:
E_HOMO ... -8.65 eV
HOMO-LUMO gap ... 0.3366 hartree
Lowest unoccupied orbital energy ... 0.50 eV
Relative energy (zero: lowest compared OMol25 entry of this formula, charge and spin) ... 63.7 kcal/mol
Maximum force ... 4.3 eV/A
SMILES string ... N#C/C=C(/N)[C@@H]1CN1
Energy ... -9766.6274 eV

Positions of all 15 atoms, in Å:
C (0.049, 0.802, -0.029)
C (-1.289, 0.995, 0.010)
C (-2.093, -0.186, 0.062)
C (0.603, -0.562, -0.299)
C (1.563, -1.202, 0.695)
H (0.513, 2.645, 0.570)
H (1.792, 1.708, 0.256)
H (-1.698, 1.990, -0.104)
H (-0.076, -1.250, -0.751)
H (1.331, -2.271, 0.995)
H (1.905, -0.501, 1.497)
H (2.563, -0.059, -0.675)
N (0.835, 1.894, 0.022)
N (-2.722, -1.194, -0.029)
N (1.984, -0.892, -0.626)

Atoms 1-6, force components in eV/Å:
-0.992 -0.679 -0.671
-0.141 -1.078 0.083
-2.556 -2.956 -1.034
0.553 -0.113 1.159
-0.992 0.048 1.584
-0.659 0.908 0.489

---

3.
The following is a DFT calculation (the ωB97M-V functional and the def2-TZVPD basis) of C5H7N3 in the gas phase at a distorted geometry.

Computed properties:
E_HOMO ... -7.78 eV
HOMO-LUMO gap ... 0.3035 hartree
Lowest unoccupied orbital energy ... 0.48 eV
Relative energy (zero: lowest compared OMol25 entry of this formula, charge and spin) ... 185.2 kcal/mol
Maximum force ... 7.5 eV/A
SMILES string ... C=C1N=CNN2C[C@@H]12
Energy ... -9761.3567 eV

Positions of all 15 atoms, in Å:
C (-2.497, -0.100, 0.119)
C (-1.234, -0.087, 0.131)
C (0.660, -1.625, 0.038)
C (0.995, 1.790, -0.168)
C (-0.039, 0.836, 0.340)
H (-3.223, 0.753, 0.461)
H (-2.881, -1.339, 0.034)
H (0.986, -2.634, 0.113)
H (2.715, -0.954, -0.591)
H (1.780, 2.083, 0.489)
H (0.612, 2.598, -0.904)
H (0.478, 0.230, 1.087)
N (-0.650, -1.356, -0.048)
N (1.514, -0.649, -0.298)
N (0.785, 0.455, -0.803)

Atoms 1-6, force components in eV/Å:
-7.188 -1.616 1.247
4.330 0.210 -0.540
-4.344 1.510 -1.890
-2.971 1.255 -2.416
-0.045 -1.806 0.472
1.577 -1.769 -1.105

---

4.
The following is a DFT calculation (the ωB97M-V functional and the def2-TZVPD basis) of C5H7N3 in the gas phase at a distorted geometry.

Computed properties:
E_HOMO ... -8.98 eV
HOMO-LUMO gap ... 0.3586 hartree
Lowest unoccupied orbital energy ... 0.78 eV
Relative energy (zero: lowest compared OMol25 entry of this formula, charge and spin) ... 131.0 kcal/mol
Maximum force ... 5.4 eV/A
SMILES string ... C1=NN=CN2C[C@H]2C1
Energy ... -9763.7053 eV

Positions of all 15 atoms, in Å:
C (0.317, -1.023, -0.812)
C (0.847, -1.205, 0.621)
C (-1.407, 0.315, 0.903)
C (0.657, 1.513, -0.209)
C (-0.030, 0.539, -1.066)
H (-0.546, -1.595, -0.899)
H (1.015, -1.496, -1.613)
H (1.864, -1.332, 0.825)
H (-2.477, 0.346, 1.094)
H (0.775, 2.390, -0.751)
H (1.433, 1.123, 0.526)
H (-0.725, 0.983, -1.901)
N (0.172, -1.152, 1.702)
N (-1.068, -0.676, 1.520)
N (-0.827, 1.271, 0.060)

Atoms 1-6, force components in eV/Å:
1.645 2.015 -0.657
-0.425 -0.248 -0.542
-1.746 2.572 -0.591
-0.623 -2.361 1.334
-2.128 -0.697 -0.468
-1.908 -0.902 -0.060